Record 1
24
Properties=species:S:1:pos:R:3:mulliken_charge:R:1 method="wB97M-V/def2-TZVPD" spin_multiplicity=1 relative_energy_ev=0.568 charge=+1
C 0.047 -1.987 1.050 -1.10
C 1.093 -1.497 0.104 0.62
C 2.143 -2.171 -0.381 -0.89
N 0.966 -0.069 -0.272 -0.02
H -0.001 -1.306 1.910 0.29
H -0.928 -2.055 0.588 0.23
H 0.370 -2.942 1.431 0.43
H 2.832 -1.658 -1.038 0.28
H 2.201 -3.254 -0.207 0.29
H 0.455 0.529 0.395 0.08
H 0.482 -0.016 -1.188 0.39
H 1.842 0.443 -0.364 0.42
H 0.267 2.676 1.390 0.28
H 1.040 2.107 2.605 0.29
O 0.443 1.876 1.887 -0.59
H -0.038 3.309 -0.667 0.31
H -0.580 1.931 -1.451 0.33
O -0.019 2.360 -0.792 -0.62
H -1.830 0.604 1.096 0.29
H -3.030 -0.403 0.710 0.28
O -2.195 -0.006 0.440 -0.53
H -2.260 0.418 -1.781 0.30
H -1.848 0.521 -3.174 0.30
O -1.452 0.590 -2.293 -0.65

Record 2
253
Properties=species:S:1:pos:R:3:mulliken_charge:R:1 method="wB97M-V/def2-TZVPD" spin_multiplicity=1
Hg 2.260 2.610 -5.574 0.63
Hg 5.603 -2.134 -0.381 1.13
O 5.002 -3.348 -4.962 -0.70
C 5.351 -3.117 -6.149 0.83
O 5.981 -3.964 -6.906 -0.46
B 6.251 -3.409 -8.312 0.97
O 5.496 -2.154 -8.318 -0.50
C 4.921 -1.991 -7.155 0.59
O 4.087 -1.136 -6.778 -0.63
O 5.835 -4.292 -9.412 -0.43
C 6.788 -4.116 -10.352 0.58
O 6.762 -4.460 -11.533 -0.58
C 7.916 -3.356 -9.714 0.62
O 7.699 -3.141 -8.474 -0.44
O 8.990 -3.155 -10.266 -0.61
O 7.637 0.049 -3.575 -0.58
C 7.971 0.759 -4.512 0.63
O 8.918 0.603 -5.425 -0.48
B 8.792 1.694 -6.474 0.90
O 7.494 2.335 -6.240 -0.46
C 7.109 1.969 -5.076 0.73
O 6.009 2.279 -4.613 -0.61
O 8.941 1.028 -7.775 -0.37
C 10.187 1.277 -8.219 0.58
O 10.775 0.697 -9.083 -0.50
C 10.822 2.467 -7.370 0.58
O 9.942 2.678 -6.371 -0.48
O 11.971 2.844 -7.445 -0.53
P 6.543 0.677 2.496 1.20
F 5.141 -0.072 1.914 -0.40
F 7.303 -0.647 1.835 -0.38
F 6.684 1.380 1.011 -0.35
F 7.903 1.403 2.907 -0.34
F 5.663 1.897 3.007 -0.35
F 6.366 -0.128 3.883 -0.36
C 0.307 0.998 0.045 0.58
F -0.750 1.750 -0.259 -0.20
F 1.348 1.761 0.485 -0.23
F -0.005 0.290 1.054 -0.21
S 1.017 -0.074 -1.424 1.06
O 1.287 0.872 -2.530 -0.56
O 2.374 -0.591 -1.003 -0.48
O -0.044 -1.044 -1.615 -0.58
C -3.759 -7.238 2.369 -1.92
C -5.067 -7.036 3.245 1.55
C -4.452 -7.021 4.715 -1.11
C -4.038 -5.665 5.251 -0.78
C -4.928 -4.540 4.849 -1.38
C -5.229 -4.449 3.318 1.60
N -5.783 -5.727 2.889 0.14
O -6.219 -5.671 1.558 -0.46
C -6.436 -3.459 3.310 -1.66
C -3.900 -3.930 2.701 -1.65
C -6.096 -8.156 3.102 -1.72
H -3.983 -6.751 1.420 0.47
H -3.517 -8.292 2.235 0.40
H -2.775 -6.886 2.679 0.34
H -5.195 -7.473 5.372 0.40
H -3.492 -7.537 4.686 0.35
H -3.041 -5.497 4.844 0.32
H -3.887 -5.624 6.330 0.46
H -4.681 -3.628 5.391 0.59
H -5.859 -4.817 5.342 0.43
H -6.296 -2.747 2.496 0.36
H -7.438 -3.884 3.367 0.36
H -6.416 -2.674 4.065 0.41
H -3.324 -3.256 3.335 0.34
H -3.106 -4.641 2.474 0.24
H -4.127 -3.408 1.771 0.40
H -6.803 -8.200 3.930 0.38
H -5.638 -9.143 3.170 0.43
H -6.487 -8.205 2.085 0.39
H -7.126 -5.357 1.579 0.34
C -2.094 10.695 3.391 -1.63
C -0.678 10.538 3.869 1.33
C -0.433 10.344 5.353 -1.09
C -0.631 8.915 5.837 -0.82
C 0.285 7.950 4.934 -1.46
C 0.021 8.035 3.489 1.72
N 0.065 9.480 3.170 0.44
O 0.180 9.771 1.829 -0.47
C 1.146 7.267 2.788 -2.04
C -1.394 7.368 3.198 -1.68
C 0.037 11.911 3.613 -1.91
H -2.669 9.878 3.828 0.38
H -2.214 10.866 2.321 0.32
H -2.642 11.492 3.894 0.45
H 0.563 10.674 5.650 0.41
H -1.223 10.966 5.774 0.49
H -1.639 8.499 5.821 0.37
H -0.372 8.854 6.893 0.38
H 0.131 6.893 5.153 0.51
H 1.346 8.126 5.110 0.47
H 2.072 7.781 3.049 0.49
H 1.260 6.277 3.231 0.45
H 1.166 7.271 1.699 0.37
H -2.143 7.610 3.952 0.24
H -1.603 7.704 2.182 0.38
H -1.291 6.319 2.919 0.46
H -0.152 12.673 4.369 0.41
H -0.105 12.400 2.649 0.38
H 1.126 11.956 3.606 0.47
H 1.124 9.723 1.658 0.33
C 7.303 -6.953 1.752 -1.96
C 6.850 -6.357 0.409 1.61
C 6.868 -7.504 -0.688 -1.11
C 5.486 -8.216 -0.854 -0.94
C 4.255 -7.280 -0.849 -1.11
C 4.203 -6.339 0.356 1.33
N 5.511 -5.643 0.615 0.79
O 5.538 -4.867 1.710 -0.25
C 2.980 -5.399 0.072 -1.77
C 3.790 -7.151 1.631 -1.90
C 7.763 -5.326 -0.064 -1.63
H 8.319 -7.346 1.740 0.45
H 6.651 -7.700 2.205 0.34
H 7.422 -6.196 2.528 0.51
H 7.065 -7.118 -1.688 0.45
H 7.550 -8.330 -0.488 0.39
H 5.434 -9.006 -0.104 0.36
H 5.475 -8.814 -1.765 0.45
H 3.557 -8.098 -0.674 0.32
H 4.150 -6.844 -1.843 0.52
H 2.856 -4.653 0.857 0.40
H 2.988 -4.966 -0.928 0.39
H 2.089 -6.025 0.026 0.39
H 3.588 -6.520 2.496 0.49
H 2.922 -7.809 1.635 0.43
H 4.451 -7.961 1.937 0.34
H 7.341 -4.687 -0.841 0.15
H 8.753 -5.616 -0.417 0.38
H 8.125 -4.814 0.827 0.37
H 5.493 -5.457 2.466 0.31
C -2.353 -10.376 -7.132 -1.91
C -2.938 -9.561 -5.968 1.62
C -2.436 -10.218 -4.615 -1.41
C -2.748 -9.504 -3.272 -0.63
C -2.121 -8.125 -3.594 -1.47
C -2.593 -7.290 -4.847 2.01
N -2.394 -8.161 -6.061 0.09
O -2.752 -7.488 -7.173 -0.47
C -3.956 -6.771 -4.592 -1.98
C -1.579 -6.173 -5.011 -2.03
C -4.479 -9.605 -6.088 -1.45
H -1.276 -10.543 -7.105 0.43
H -2.444 -9.809 -8.059 0.40
H -2.517 -11.449 -7.233 0.40
H -2.896 -11.206 -4.636 0.52
H -1.362 -10.401 -4.591 0.40
H -2.243 -10.024 -2.459 0.38
H -3.809 -9.445 -3.028 0.30
H -1.045 -8.288 -3.530 0.47
H -2.323 -7.530 -2.704 0.46
H -4.549 -7.371 -3.903 0.36
H -3.847 -5.790 -4.130 0.43
H -4.524 -6.646 -5.514 0.38
H -1.448 -5.555 -4.123 0.44
H -0.615 -6.676 -5.089 0.46
H -1.895 -5.573 -5.864 0.44
H -4.990 -8.840 -5.504 0.35
H -5.088 -10.451 -5.769 0.34
H -4.664 -9.305 -7.120 0.32
H -1.952 -7.462 -7.702 0.38
C -1.792 -0.158 8.876 -2.23
C -0.278 -0.142 8.545 1.93
C -0.191 0.871 7.376 -1.05
C 1.169 1.499 7.131 -0.76
C 1.789 2.104 8.508 -1.38
C 1.839 1.089 9.645 1.54
N 0.462 0.464 9.706 0.09
O 0.292 -0.368 10.802 -0.45
C 2.904 -0.004 9.237 -1.65
C 2.265 1.721 10.963 -1.76
C 0.220 -1.538 8.121 -1.79
H -1.967 0.702 9.524 0.45
H -2.018 -1.115 9.346 0.50
H -2.587 -0.226 8.133 0.41
H -0.164 0.174 6.539 0.32
H -1.055 1.510 7.198 0.49
H 1.015 2.307 6.417 0.42
H 1.830 0.703 6.787 0.30
H 1.157 2.912 8.876 0.50
H 2.705 2.671 8.344 0.40
H 2.671 -0.946 9.734 0.37
H 3.111 -0.200 8.185 0.27
H 3.851 0.296 9.685 0.43
H 1.989 1.028 11.759 0.43
H 3.328 1.871 11.154 0.37
H 1.926 2.746 11.109 0.35
H 0.637 -2.090 8.963 0.36
H 1.168 -1.471 7.588 0.36
H -0.624 -2.131 7.766 0.46
H -0.587 -0.069 11.048 0.39
C -8.602 4.803 1.335 -1.58
C -7.434 4.970 0.375 1.32
C -6.198 4.021 0.597 -1.02
C -6.337 2.702 -0.184 -0.95
C -6.593 2.954 -1.669 -1.09
C -7.818 3.884 -2.020 1.37
N -7.954 4.943 -0.990 0.69
O -8.884 5.913 -1.217 -0.46
C -7.379 4.561 -3.353 -1.94
C -9.007 2.931 -2.190 -1.78
C -6.743 6.335 0.450 -2.08
H -9.186 5.714 1.463 0.35
H -8.309 4.522 2.347 0.39
H -9.210 3.968 0.986 0.33
H -5.316 4.506 0.178 0.38
H -6.010 3.784 1.644 0.46
H -7.162 2.070 0.145 0.37
H -5.462 2.056 -0.115 0.43
H -6.685 1.983 -2.157 0.39
H -5.663 3.324 -2.101 0.42
H -8.049 5.349 -3.697 0.47
H -6.350 4.919 -3.367 0.37
H -7.353 3.783 -4.116 0.44
H -9.905 3.497 -2.439 0.44
H -8.888 2.327 -3.089 0.42
H -9.390 2.516 -1.257 0.34
H -6.035 6.441 -0.372 0.40
H -6.306 6.423 1.445 0.43
H -7.511 7.071 0.213 0.51
H -8.358 6.468 -1.797 0.37
C 3.382 7.071 -5.165 -1.78
C 1.961 7.424 -4.626 1.22
C 1.303 8.400 -5.625 -1.33
C -0.146 8.732 -5.368 -0.62
C -0.994 7.424 -5.266 -1.08
C -0.410 6.423 -4.222 1.26
N 1.110 6.233 -4.434 0.39
O 1.611 5.462 -3.485 -0.20
C -0.818 6.993 -2.768 -1.53
C -1.104 5.095 -4.519 -1.74
C 2.278 8.233 -3.294 -1.63
H 3.425 6.509 -6.098 0.40
H 3.906 6.578 -4.346 0.40
H 3.961 7.971 -5.375 0.39
H 1.803 9.365 -5.539 0.38
H 1.535 8.050 -6.631 0.45
H -0.218 9.264 -6.316 0.39
H -0.351 9.522 -4.644 0.33
H -1.065 6.887 -6.212 0.40
H -2.010 7.790 -5.119 0.42
H -1.904 7.064 -2.721 0.47
H -0.447 6.289 -2.023 0.39
H -0.354 7.977 -2.830 0.33
H -1.090 4.869 -5.585 0.39
H -0.639 4.207 -4.091 0.34
H -2.124 5.183 -4.146 0.35
H 1.545 9.036 -3.208 0.43
H 3.211 8.762 -3.489 0.46
H 2.438 7.623 -2.405 0.31
H 1.504 5.928 -2.652 0.26

Record 3
10
Properties=species:S:1:pos:R:3:mulliken_charge:R:1 method="wB97M-V/def2-TZVPD" spin_multiplicity=1 relative_energy_ev=0.362 smiles="NC(=O)NC=O"
N 1.818 -0.171 0.007 -0.40
C 0.552 0.175 0.340 0.65
O 0.381 0.857 1.337 -0.62
N -0.519 -0.248 -0.444 -0.12
C -1.803 0.122 -0.067 0.04
O -2.792 -0.197 -0.681 -0.53
H 2.171 -0.698 -0.776 0.18
H 2.406 0.252 0.708 0.25
H -0.428 -0.821 -1.274 0.21
H -1.786 0.729 0.849 0.35

Here are the calculated frontier orbital gap numbers, same order: 11.0293 0.9257 10.7459 (eV).
Here are the calculated strongest force on any atom numbers, same order: 0.0306 0.1032 0.0160 (hartree/bohr).
Here are the calculated lowest unoccupied orbital energy numbers, same order: -2.84 -7.36 0.58 (eV).